Computed, not measured: a cluster of 10 separate species, C55H139N11O19 in total, with the ωB97M-V functional and the def2-TZVPD basis.

## Properties
SMILES: COCCNCCOC.COCCNCCOC.COCCNCCOC.COCCNCCOC.COCCNCCOC.COCCNCCOC.COCCNCCOC.COCCNCCOC.COCCNCCOC.NC(N)=O
lowest unoccupied orbital energy: 0.3 eV
energy above the lowest of the compared OMol25 structures with the same formula, charge and spin: 210.9 kJ/mol
total energy: -114568.481 eV
spin multiplicity: 1

Each line ends with the Löwdin charge.
CARTESIAN COORDINATES (ANGSTROEM)
C1 1.39341 -3.29531 -9.09384  -0.096
O1 1.23035 -3.14203 -7.68659  -0.177
C2 0.05151 -3.74603 -7.22011  -0.242
C3 -0.25939 -3.14843 -5.83942  -0.201
N1 -0.77651 -1.79232 -5.90669  -0.045
C4 -1.98822 -1.51266 -5.20545  -0.231
C5 -2.79017 -0.36451 -5.79348  -0.195
O2 -3.34644 -0.70412 -7.07023  -0.204
C6 -4.52604 -1.47640 -7.02605  -0.108
H1 1.08258 -2.40084 -9.62295  0.082
H2 0.88052 -4.17572 -9.47609  0.085
H3 2.46623 -3.37326 -9.27168  0.085
H4 0.10804 -4.83888 -7.12276  0.128
H5 -0.83017 -3.43278 -7.78843  0.123
H6 0.64801 -3.27507 -5.25119  0.113
H7 -1.08681 -3.73215 -5.43090  0.108
H8 -0.92840 -1.63883 -6.89296  0.098
H9 -1.73535 -1.07631 -4.22903  0.102
H10 -2.66179 -2.35698 -4.99833  0.107
H11 -2.24784 0.57222 -5.93193  0.106
H12 -3.63216 -0.17418 -5.12245  0.102
H13 -5.38565 -0.90228 -6.69493  0.086
H14 -4.38678 -2.44196 -6.52351  0.087
H15 -4.64388 -1.58449 -8.09967  0.089
C7 -3.00994 -2.61548 -1.48570  -0.111
O3 -3.25117 -1.24635 -1.51922  -0.223
C8 -4.62032 -0.91137 -1.56904  -0.231
C9 -4.76420 0.59683 -1.62371  -0.177
N2 -4.27223 1.12975 -2.93323  -0.044
C10 -4.16267 2.59045 -2.87005  -0.195
C11 -3.48518 3.11635 -4.11080  -0.195
O4 -2.05653 2.85887 -4.04316  -0.221
C12 -1.46478 3.24730 -5.24943  -0.122
H16 -3.60317 -3.16133 -0.74638  0.090
H17 -1.94633 -2.82065 -1.35809  0.091
H18 -3.27469 -2.98500 -2.48413  0.084
H19 -5.21454 -1.15423 -0.67704  0.122
H20 -5.17931 -1.47066 -2.32873  0.129
H21 -4.22636 1.05533 -0.79202  0.114
H22 -5.84732 0.70042 -1.61468  0.123
H23 -3.32956 0.76877 -3.08669  0.076
H24 -3.67810 2.87140 -1.94017  0.110
H25 -5.14196 3.02881 -3.05025  0.124
H26 -3.67021 4.17307 -4.32041  0.120
H27 -3.81377 2.57404 -5.00350  0.118
H28 -1.62761 4.30169 -5.50616  0.090
H29 -1.86186 2.58709 -6.02116  0.075
H30 -0.38193 3.20003 -5.12846  0.076
C13 -0.60725 -6.52617 0.00604  -0.080
O5 0.23632 -5.74191 0.83634  -0.202
C14 1.53570 -6.19476 0.87183  -0.278
C15 2.46052 -5.24674 1.53568  -0.227
N3 2.19555 -5.12118 2.93905  -0.059
C16 3.04243 -4.23608 3.71733  -0.221
C17 2.84561 -4.40445 5.19880  -0.215
O6 3.29343 -5.68665 5.66428  -0.173
C18 2.92392 -5.88555 6.99519  -0.136
H31 -0.24984 -7.54052 0.14914  0.085
H32 -0.58327 -6.14944 -1.01798  0.090
H33 -1.59289 -6.45704 0.44830  0.081
H34 1.83599 -6.45990 -0.14996  0.126
H35 1.57599 -7.12334 1.46087  0.132
H36 2.38517 -4.27987 1.02470  0.117
H37 3.50267 -5.54849 1.58465  0.122
H38 1.22751 -4.84207 3.09084  0.114
H39 3.05649 -3.19125 3.38079  0.109
H40 4.07301 -4.52866 3.47852  0.118
H41 1.77239 -4.24155 5.33150  0.114
H42 3.44858 -3.66452 5.72210  0.124
H43 1.84940 -6.04435 7.11511  0.085
H44 3.19396 -5.04219 7.64039  0.087
H45 3.41061 -6.80019 7.30907  0.085
C19 -6.09048 -8.03320 3.24735  -0.128
O7 -5.07240 -7.08243 3.11451  -0.223
C20 -4.77568 -6.30027 4.31168  -0.183
C21 -3.59416 -5.40369 3.99382  -0.245
N4 -3.91191 -4.38104 3.07731  -0.051
C22 -2.95999 -3.30982 2.75971  -0.179
C23 -2.48710 -2.46893 3.94264  -0.248
O8 -1.44622 -3.06607 4.67328  -0.194
C24 -1.19268 -2.49619 5.95883  -0.083
H46 -5.83932 -8.64569 4.12367  0.084
H47 -6.24396 -8.63471 2.35125  0.088
H48 -6.98947 -7.48281 3.52077  0.080
H49 -4.57397 -6.90994 5.19020  0.121
H50 -5.65501 -5.65629 4.38872  0.122
H51 -2.75186 -6.06592 3.76610  0.126
H52 -3.31567 -4.94070 4.94464  0.120
H53 -4.15723 -4.78918 2.17961  0.108
H54 -3.47641 -2.58918 2.12825  0.109
H55 -2.01735 -3.66821 2.34189  0.115
H56 -3.30865 -2.19836 4.62460  0.132
H57 -2.20999 -1.49100 3.54851  0.082
H58 -0.26742 -2.91660 6.34601  0.081
H59 -1.96983 -2.69770 6.69243  0.084
H60 -1.08675 -1.40421 5.92018  0.067
C25 6.30537 5.02447 -5.91522  -0.087
O9 5.21498 4.69682 -5.02017  -0.237
C26 4.02049 4.30731 -5.74449  -0.196
C27 3.10560 3.74665 -4.70539  -0.236
N5 2.71858 4.70847 -3.70600  -0.040
C28 2.08000 4.07156 -2.54069  -0.189
C29 3.00128 3.35077 -1.59053  -0.218
O10 3.60908 4.35017 -0.75923  -0.183
C30 4.64812 3.82596 0.10121  -0.065
H61 6.01486 5.86086 -6.54945  0.089
H62 6.57166 4.14652 -6.51435  0.085
H63 7.14873 5.18983 -5.25705  0.081
H64 4.38493 3.63472 -6.52227  0.117
H65 3.49068 5.13257 -6.24413  0.127
H66 3.55403 2.85195 -4.25917  0.096
H67 2.15310 3.40812 -5.11709  0.112
H68 3.41436 5.23883 -3.19935  0.106
H69 1.58901 3.25208 -3.04718  0.084
H70 1.48364 4.74799 -1.91902  0.121
H71 3.80118 2.86077 -2.15845  0.113
H72 2.45358 2.52611 -1.12761  0.102
H73 5.57558 3.62669 -0.41246  0.083
H74 4.26908 2.87247 0.48043  0.059
H75 4.59820 4.40577 1.00783  0.084
C31 7.30543 2.73256 -3.41756  -0.153
O11 6.83172 1.51098 -3.00567  -0.177
C32 6.09040 0.79036 -4.01417  -0.204
C33 5.33755 -0.29457 -3.41592  -0.262
N6 6.11732 -1.33791 -2.81141  -0.018
C34 5.25314 -2.46220 -2.34992  -0.194
C35 5.98688 -3.33631 -1.36179  -0.267
O12 6.31795 -2.58087 -0.24946  -0.200
C36 7.13050 -3.31733 0.64670  -0.090
H76 6.44534 3.33514 -3.74738  0.062
H77 7.95322 2.92592 -4.27895  0.085
H78 7.77264 3.18939 -2.55035  0.092
H79 6.75646 0.48599 -4.82143  0.135
H80 5.41129 1.57179 -4.34490  0.101
H81 4.73466 -0.69632 -4.24755  0.135
H82 4.54583 0.09625 -2.77205  0.107
H83 6.54526 -1.00399 -1.95253  0.108
H84 4.89901 -3.03924 -3.20218  0.117
H85 4.32197 -2.18679 -1.84132  0.114
H86 6.94949 -3.69356 -1.73225  0.121
H87 5.33423 -4.17866 -1.08902  0.125
H88 7.96268 -3.73840 0.06730  0.086
H89 6.59588 -4.19980 0.98200  0.081
H90 7.50022 -2.62821 1.39642  0.093
C37 -6.58767 7.48145 2.29747  -0.118
O13 -5.56127 6.57784 1.97013  -0.192
C38 -4.52310 6.43323 2.93638  -0.251
C39 -3.48971 5.51780 2.43375  -0.209
N7 -2.82499 6.05679 1.21720  -0.024
C40 -2.07760 5.09355 0.42526  -0.233
C41 -1.56525 5.74204 -0.81006  -0.233
O14 -2.65038 6.31851 -1.50672  -0.197
C42 -2.28135 6.94007 -2.69951  -0.105
H91 -7.06449 7.17123 3.24079  0.088
H92 -7.31265 7.34014 1.49608  0.085
H93 -6.30866 8.53702 2.33787  0.085
H94 -4.91726 5.98459 3.84949  0.128
H95 -4.05059 7.39307 3.11333  0.123
H96 -4.11586 4.62827 2.32475  0.121
H97 -2.70784 5.34594 3.18089  0.128
H98 -3.51488 6.36163 0.53881  0.096
H99 -2.60058 4.15854 0.20041  0.101
H100 -1.28424 4.67169 1.04324  0.117
H101 -0.93186 5.08922 -1.41901  0.107
H102 -0.89474 6.57875 -0.57936  0.128
H103 -3.15732 7.43930 -3.08911  0.091
H104 -1.90688 6.10015 -3.28938  0.076
H105 -1.42147 7.61567 -2.62721  0.091
C43 1.12361 0.39342 -3.02011  -0.046
O15 0.72146 0.90163 -1.70979  -0.222
C44 -0.61633 1.30360 -1.51382  -0.221
C45 -0.85243 1.25278 -0.05767  -0.171
N8 -1.14050 -0.12156 0.48626  -0.018
C46 0.02964 -0.97919 0.62931  -0.201
C47 0.75987 -0.89431 1.95372  -0.183
O16 1.55339 0.27500 2.24239  -0.224
C48 2.65061 0.49289 1.41278  -0.095
H106 2.21177 0.38300 -3.03532  0.069
H107 0.87126 1.05092 -3.85649  0.073
H108 0.65141 -0.52648 -3.36685  0.076
H109 -1.27913 0.55091 -1.94435  0.110
H110 -0.83376 2.27270 -1.97080  0.112
H111 -1.71793 1.86298 0.22785  0.099
H112 -0.07075 1.79294 0.47880  0.124
H113 -1.86463 -0.63939 -0.00138  0.074
H114 0.73447 -0.86274 -0.19551  0.105
H115 -0.28823 -2.02856 0.63589  0.117
H116 1.33043 -1.81827 2.12337  0.111
H117 -0.02563 -0.93423 2.71387  0.105
H118 3.30157 -0.36751 1.58339  0.094
H119 3.05721 1.43647 1.76879  0.082
H120 2.41220 0.49974 0.34165  0.075
C49 -3.02543 -0.01032 8.21132  -0.116
O17 -1.60002 0.04848 8.21951  -0.222
C50 -1.10961 1.34542 7.72871  -0.173
C51 0.39448 1.28942 7.84261  -0.190
N9 1.01166 0.19061 7.08331  -0.047
C52 1.06357 0.33127 5.59012  -0.196
C53 1.74589 1.53877 5.08429  -0.156
O18 0.82470 2.62592 4.74507  -0.251
C54 1.33427 3.85834 4.72242  -0.149
H121 -3.48645 0.39144 7.29607  0.087
H122 -3.41783 0.50366 9.09512  0.083
H123 -3.32396 -1.05234 8.28905  0.072
H124 -1.47411 2.10582 8.41930  0.125
H125 -1.42877 1.43342 6.69729  0.100
H126 0.68939 1.14291 8.87812  0.116
H127 0.76557 2.23623 7.45011  0.109
H128 0.70217 -0.74915 7.31448  0.086
H129 0.04482 0.35929 5.19257  0.094
H130 1.51492 -0.59793 5.23299  0.123
H131 2.14949 1.27712 4.11848  0.098
H132 2.46443 1.88248 5.83313  0.133
H133 0.43940 4.45394 4.56283  0.101
H134 2.11698 4.05923 3.97347  0.097
H135 1.75891 4.08613 5.71189  0.093
N10 -1.25609 1.84831 3.31781  0.176
C55 -2.61073 1.62268 3.72532  -0.575
N11 -3.29132 0.75899 2.84782  0.148
O19 -3.08404 2.19290 4.72586  -0.022
H136 -0.51365 2.24135 3.87950  0.035
H137 -0.91272 1.21949 2.61905  0.030
H138 -4.23232 0.52617 3.06802  0.090
H139 -2.71749 0.35232 2.12850  0.041

---

Computed, not measured: a structure of composition C34H32F4N2O3PdS, with the ωB97M-V functional and the def2-TZVPD basis.

## Properties
lowest unoccupied orbital energy: -2.5 eV
energy above the lowest of the compared OMol25 structures with the same formula, charge and spin: 0.0 kJ/mol
total energy: -70081.262 eV
spin multiplicity: 1

Each line ends with the Löwdin charge.
CARTESIAN COORDINATES (ANGSTROEM)
Pd1 -0.78248 0.89496 -0.29467  0.995
C1 1.95303 4.81601 -0.14082  -0.071
C2 0.87893 3.74936 -0.33469  -0.245
N1 1.36955 2.37141 -0.43703  -0.217
C3 2.29264 2.14532 -1.54341  -0.255
C4 1.70961 2.53560 -2.89063  -0.072
C5 1.90639 1.83221 0.80551  -0.205
C6 0.91518 1.75283 1.96094  -0.214
N2 -0.32832 1.06295 1.63216  -0.105
C7 -1.12184 0.59760 2.63259  -0.168
C8 -2.19178 -0.29871 2.40208  -0.154
F1 -2.43008 -0.75162 1.14932  0.031
C9 -3.01422 -0.78250 3.39095  -0.228
F2 -3.98447 -1.64340 3.03519  0.082
C10 -2.87296 -0.43177 4.71946  0.049
C11 -1.84657 0.44806 4.98095  -0.230
F3 -1.64392 0.86627 6.24239  0.082
C12 -1.00645 0.94620 4.00001  -0.141
F4 -0.09454 1.85728 4.42415  0.058
H1 1.48122 5.77578 0.06583  0.076
H2 2.57370 4.93780 -1.02889  0.066
H3 2.60844 4.58581 0.69936  0.067
H4 0.29718 3.96122 -1.23432  0.108
H5 0.16076 3.78445 0.48667  0.104
H6 2.52341 1.07418 -1.54927  0.103
H7 3.24808 2.66626 -1.37460  0.115
H8 0.70383 2.12896 -3.00426  0.059
H9 2.33631 2.14134 -3.68992  0.074
H10 1.65866 3.61641 -3.01898  0.070
H11 2.78696 2.39124 1.15996  0.121
H12 2.25720 0.82146 0.57736  0.094
H13 0.71794 2.75835 2.34647  0.113
H14 1.44676 1.22073 2.75759  0.115
H15 -3.52076 -0.81088 5.49131  0.128
C13 -7.58826 -1.14065 -1.11042  -0.050
C14 -6.33248 -0.34184 -1.30033  -0.268
C15 -5.08309 -0.95180 -1.28015  -0.027
C16 -3.92352 -0.21068 -1.45313  -0.064
C17 -4.01381 1.15467 -1.64713  -0.278
C18 -5.24991 1.78381 -1.68619  -0.046
C19 -6.39822 1.03516 -1.50970  -0.034
S1 -2.56410 2.15121 -1.81180  0.514
O1 -1.46922 1.22278 -2.26788  -0.424
O2 -2.87136 3.23367 -2.69128  -0.265
O3 -2.14850 2.55602 -0.43864  -0.385
H16 -7.36236 -2.17391 -0.85388  0.074
H17 -8.18968 -1.14099 -2.02072  0.083
H18 -8.20039 -0.71835 -0.31338  0.082
H19 -5.01183 -2.01980 -1.11826  0.115
H20 -2.95272 -0.69587 -1.43394  0.096
H21 -5.30281 2.84959 -1.85910  0.117
H22 -7.36343 1.52607 -1.53577  0.116
C20 0.23676 -0.70437 -0.40315  -0.005
C21 1.16101 -1.52267 -0.38650  -0.074
C22 2.29377 -2.28266 -0.36060  -0.086
C23 3.04128 -2.48517 -1.59410  -0.176
C24 2.36310 -2.47829 -2.81900  0.000
C25 3.06620 -2.61529 -3.99966  -0.056
C26 4.45069 -2.72952 -3.97308  -0.061
C27 5.13376 -2.71009 -2.76509  -0.061
C28 4.43597 -2.59711 -1.57672  -0.022
C29 2.73936 -2.82772 0.91522  -0.167
C30 2.33656 -2.20012 2.10334  0.008
C31 2.72423 -2.71449 3.32405  -0.051
C32 3.49374 -3.87003 3.37575  -0.058
C33 3.87608 -4.51420 2.20651  -0.061
C34 3.50876 -3.99581 0.97821  -0.022
H23 1.28662 -2.37170 -2.82698  0.122
H24 2.53792 -2.62350 -4.94251  0.111
H25 5.00013 -2.82445 -4.89984  0.109
H26 6.21270 -2.77576 -2.74978  0.109
H27 4.96976 -2.55347 -0.63781  0.120
H28 1.72320 -1.30874 2.05209  0.108
H29 2.42017 -2.22010 4.23615  0.113
H30 3.78893 -4.27612 4.33368  0.110
H31 4.45508 -5.42610 2.25348  0.109
H32 3.78253 -4.51280 0.06924  0.119

---

Computed, not measured: a cluster of 2 separate species, C4H12NOS in total, with the ωB97M-V functional and the def2-TZVPD basis.

## Properties
lowest unoccupied orbital energy: -4.6 eV
charge: +1
energy above the lowest of the compared OMol25 structures with the same formula, charge and spin: 217.6 kJ/mol
total energy: -18706.811 eV
spin multiplicity: 1

Each line ends with the natural charge from an NBO analysis.
CARTESIAN COORDINATES (ANGSTROEM)
C1 -0.74519 -0.61079 -2.18322  -0.452
C2 0.10308 1.50950 -2.96122  0.120
C3 -1.09192 -0.57597 1.91261  -0.824
C4 1.37038 -0.00916 2.84238  -0.839
N1 0.16886 0.43990 -2.22813  -0.399
O1 1.08178 -0.23118 0.24337  -1.019
S1 0.35625 0.44422 1.40073  1.214
H1 -1.39856 -0.64760 -1.29199  0.245
H2 -1.33949 -0.71436 -3.06833  0.232
H3 -0.27879 -1.51859 -2.25320  0.248
H4 0.87874 2.29436 -2.82596  0.228
H5 -0.61828 1.71951 -3.70719  0.221
H6 0.82922 0.40302 -1.36411  0.495
H7 -2.07503 -0.50754 1.43883  0.248
H8 -1.30193 -0.21935 2.89428  0.246
H9 -0.78634 -1.61972 1.70386  0.250
H10 2.32147 0.60203 2.71164  0.259
H11 1.71056 -1.13128 2.92281  0.272
H12 0.81521 0.37300 3.81284  0.254

---

no.,orbital gap (eV)
1,8.56
2,4.61
3,8.53